1.
Computed, not measured: a 11-piece molecular cluster, C4H30N2O12 overall, with ωB97M-V with the def2-TZVPD basis set.

Values from the calculation:
**Highest occupied orbital energy**: -9.6 eV
**HOMO-LUMO gap**: 0.3539 Ha
**Relative energy (zero: lowest compared OMol25 entry of this formula, charge and spin)**: 141.89 kcal/mol
**SMILES**: C[C@@H](O)CNC(N)=O.O.O.O.O.O.O.O.O.O.O
**Largest force on an atom**: 8.91 eV/A

Each line ends with the Löwdin charge.
Positions of all 48 atoms, in Å:
O1 -0.406175 -1.743822 -1.025625  -0.040
O2 -2.707969 0.712931 3.898220  -0.115
O3 -2.631954 -2.094221 -2.551581  -0.053
O4 3.448587 -0.526242 -2.651555  -0.022
O5 -3.199232 -1.684362 1.004746  0.015
O6 2.477266 -2.679101 -1.695948  -0.107
O7 -0.778537 1.923111 -0.523103  0.068
O8 2.044731 3.119318 -2.091115  -0.061
O9 1.897904 -0.689407 2.657233  -0.068
O10 3.665419 0.123199 0.937175  0.018
O11 -1.495753 1.876703 -3.429191  -0.037
O12 1.074927 0.806522 -2.371077  0.024
N1 -2.649533 0.668018 -0.329029  0.158
N2 -0.896789 0.340250 1.153058  0.011
C1 -1.369952 1.037949 0.016449  -0.613
C2 0.183126 0.912382 1.971971  -0.092
C3 0.781899 -0.020352 3.205797  -0.336
C4 -0.286299 -1.041178 3.563671  -0.080
H1 -2.698501 -2.073570 0.416670  -0.067
H2 0.335979 -1.775058 -1.729877  0.100
H3 -0.950408 -0.747948 1.177689  0.135
H4 1.196433 3.565283 -1.968106  0.063
H5 1.258149 1.651280 -2.587045  -0.055
H6 2.668879 -0.683730 3.262830  0.124
H7 -0.715826 -1.432343 2.748414  0.009
H8 -1.962180 -2.781556 -2.574710  0.024
H9 2.589297 -0.021577 -2.741630  0.051
H10 -3.867174 -2.336461 1.259818  0.082
H11 0.157418 -1.867244 4.100414  0.080
H12 2.955417 -3.007814 -0.951934  0.009
H13 2.781109 0.228140 1.113812  -0.052
H14 0.473435 0.853095 -1.720344  -0.046
H15 2.397650 2.738549 -1.218846  0.102
H16 -1.986254 0.473751 3.242084  0.008
H17 0.948650 0.944417 1.089449  0.123
H18 0.121874 1.899727 2.332484  0.100
H19 -1.471046 1.374709 -2.723389  -0.120
H20 -1.011902 -0.876799 4.460712  0.125
H21 4.125116 0.705825 0.417671  -0.008
H22 3.789020 -0.113514 -1.892008  0.016
H23 2.840243 -1.767397 -2.013536  -0.009
H24 -2.087508 -1.522852 -2.044448  -0.049
H25 -3.235645 0.311503 0.473453  0.106
H26 -0.732391 1.517120 -4.061822  0.124
H27 -3.345726 -0.046980 3.987607  0.062
H28 0.995282 0.561020 4.170806  0.165
H29 -3.260024 1.270416 -0.899197  0.129
H30 -0.451473 -2.587712 -0.707986  -0.001

Atoms 1-3, force components in eV/Å:
1.74 3.57 -2.86
-0.01 -0.84 -0.64
-0.42 -1.05 -0.52

---

2.
Computed, not measured: one molecule with the formula CH3O3PS, with ωB97M-V with the def2-TZVPD basis set.

Values from the calculation:
**Highest occupied orbital energy**: -9.5 eV
**HOMO-LUMO gap**: 0.3469 Ha
**Relative energy (zero: lowest compared OMol25 entry of this formula, charge and spin)**: 23.62 kcal/mol
**SMILES**: O=C(O)OPS
**Largest force on an atom**: 3.29 eV/A

Each line ends with the Löwdin charge.
Positions of all 9 atoms, in Å:
S1 2.598972 0.743862 0.374620  0.274
P1 1.552702 -1.019439 -0.333516  0.623
O1 -2.228566 -0.267109 0.803992  0.153
O2 -1.582607 0.967376 -0.922963  0.148
O3 -0.124089 -0.502923 0.061599  -0.442
C1 -1.382551 0.127878 -0.113168  -0.652
H1 1.558323 -0.693423 -1.792244  -0.081
H2 1.487003 1.560941 0.474724  -0.170
H3 -1.879186 -0.917163 1.446957  0.147

Atoms 1-3, force components in eV/Å:
-0.88 0.11 0.09
-2.48 2.01 -0.81
-0.79 -0.60 0.92

---

3.
Computed, not measured: a 2-piece molecular cluster, C5H14 overall, with ωB97M-V with the def2-TZVPD basis set.

Values from the calculation:
**Highest occupied orbital energy**: -11.1 eV
**HOMO-LUMO gap**: 0.4478 Ha
**Relative energy (zero: lowest compared OMol25 entry of this formula, charge and spin)**: 39.18 kcal/mol
**SMILES**: CCC.CC
**Largest force on an atom**: 7.98 eV/A

Each line ends with the Löwdin charge.
Positions of all 19 atoms, in Å:
C1 0.365626 2.342200 2.017619  -0.197
C2 1.200934 2.548585 0.770305  -0.175
C3 -0.090310 -0.766537 -1.566358  -0.136
C4 -0.825748 -1.545688 -0.480724  -0.315
C5 -0.769296 -2.999381 -0.935321  -0.118
H1 -0.283968 3.124292 2.370622  0.052
H2 0.295147 -3.201823 -0.737561  0.088
H3 0.863039 1.812660 2.866280  0.078
H4 -0.121339 -1.365628 0.388291  0.108
H5 0.921556 1.710401 0.086492  0.034
H6 -0.086410 0.289036 -1.248910  0.047
H7 0.875245 -0.919577 -1.888255  0.049
H8 -0.421121 1.646592 1.773948  0.039
H9 -1.172170 -3.076258 -1.807686  0.000
H10 -0.828407 -0.630736 -2.380972  0.083
H11 -1.827772 -1.200786 -0.165891  0.108
H12 -1.284460 -3.701108 -0.235409  0.086
H13 0.852664 3.454185 0.193950  0.077
H14 2.336789 2.479573 0.979580  0.091

Atoms 1-3, force components in eV/Å:
-0.57 -1.44 0.90
0.61 -0.21 -0.89
-4.74 3.46 0.21

---

4.
Computed, not measured: a 2-piece molecular cluster, C2H9N3O overall, with ωB97M-V with the def2-TZVPD basis set.

Values from the calculation:
**Highest occupied orbital energy (alpha / beta)**: -7.9 / -7.9 eV
**HOMO-LUMO gap (alpha / beta)**: 0.3076 / 0.3076 Ha
**Relative energy (zero: lowest compared OMol25 entry of this formula, charge and spin)**: 121.45 kcal/mol
**Largest force on an atom**: 0.67 eV/A

Each line ends with the Löwdin charge.
Positions of all 15 atoms, in Å:
O1 1.581695 0.869320 0.889803  -0.105
N1 1.572447 -0.536595 0.379117  -0.165
N2 -0.508488 -0.129728 -1.463236  0.031
N3 1.874452 -0.532285 -0.903957  -0.055
C1 -0.935463 -0.594617 -0.271938  -0.322
C2 -1.661782 0.284822 0.705160  -0.090
H1 0.607505 -0.418041 -1.579407  0.051
H2 -1.090484 1.200361 0.884904  0.069
H3 -0.535813 0.888484 -1.495540  0.093
H4 2.387937 0.324269 -1.114354  0.068
H5 0.443575 -0.790836 0.419629  0.074
H6 1.863017 0.757351 1.807915  0.077
H7 -1.805248 -0.222944 1.660125  0.076
H8 -2.651040 0.565057 0.327363  0.078
H9 -1.142312 -1.664619 -0.245581  0.119

Atoms 1-3, force components in eV/Å:
-0.04 -0.59 -0.30
-0.02 0.45 0.11
-0.20 -0.12 0.39

---

Number 1: electronic energy -1182.67066 hartree. Number 2: electronic energy -1005.16054 hartree. Number 3: electronic energy -198.82671 hartree. Number 4: electronic energy -320.93820 hartree.